Formula: C3H12NO
Source: OMol25
Level of theory: ωB97M-V/def2-TZVPD

Orbital gap (spin up / spin down) = 3.67 / 12.57 eV
LUMO (spin up / spin down) = 0.8 / 0.5 eV
Multiplicity = 2
ΔE to the lowest compared entry with this formula, charge and spin = 0.697 eV
Highest occupied orbital energy (spin up / spin down) = -2.849 / -12.084 eV
Energy = -6839.715 eV

XYZ file:
```
17
Properties=species:S:1:pos:R:3:forces:R:3:lowdin_charge:R:1
O 0.1693 0.2546 -2.6842 0.3 0.1 -0.3 -0.111
H 1.9628 -1.0391 0.5810 0.1 0.1 -0.1 0.058
N -0.4611 -0.2644 0.0850 0.7 -1.5 0.0 -0.134
H 1.1055 -1.5123 2.0144 0.3 0.3 0.1 0.060
H 0.7640 1.2910 0.8745 -0.2 0.0 -0.3 0.114
H -1.9947 0.1217 -1.2271 -0.1 0.0 0.2 0.074
H -1.6298 1.4446 -0.1358 -0.2 0.3 0.3 0.085
H -0.7387 -1.2611 0.3880 0.1 -0.2 0.4 0.051
H -0.2864 0.4422 2.0037 0.1 0.0 -0.1 0.110
C 1.5097 -0.6361 1.4863 -0.2 -0.9 -0.4 -0.146
H 0.8847 -0.0469 -3.2665 -0.1 -0.1 0.1 0.041
H 0.1727 1.2154 -2.8076 -0.1 0.0 0.1 0.033
C -1.7418 0.3723 -0.1900 -0.2 0.4 -1.5 -0.164
H 0.1098 -0.4974 -0.7502 -0.4 0.8 -0.1 0.097
C 0.3824 0.3087 1.1450 -0.1 0.4 0.9 -0.293
H 2.3047 -0.1510 2.0304 0.1 0.2 0.4 0.069
H -2.5131 -0.0421 0.4531 0.1 0.1 0.3 0.056
```
Positions in Å, forces in eV/Å.


Formula: C3H10Cl2NPSi
Source: OMol25
Level of theory: ωB97M-V/def2-TZVPD

Orbital gap (spin up / spin down) = 8.79 / 6.76 eV
LUMO (spin up / spin down) = 0.8 / -3.1 eV
Multiplicity = 3
ΔE to the lowest compared entry with this formula, charge and spin = 0.000 eV
Highest occupied orbital energy (spin up / spin down) = -8.008 / -9.856 eV
Energy = -46971.973 eV

XYZ file:
```
18
Properties=species:S:1:pos:R:3:forces:R:3:lowdin_charge:R:1
C -0.7491 -1.7621 0.1879 -0.1 1.8 5.6 -0.156
H 0.0573 0.3142 2.5634 0.7 -1.8 1.7 -0.013
H 0.0614 -2.3742 0.5734 0.2 -0.1 -0.1 0.014
Si -0.2563 0.1049 0.1294 -1.0 -1.0 -0.9 0.381
H 0.2175 0.6993 -2.5348 0.9 0.0 -1.5 0.125
N 1.2014 0.0621 -0.8210 1.0 -0.7 0.5 -0.452
Cl 3.3830 -1.9085 -0.6024 -0.1 0.3 -0.5 0.114
H -1.3672 1.1591 2.0030 1.6 -0.1 -0.2 0.068
H -0.9845 -2.0046 -0.7523 -1.1 -1.2 -3.5 -0.037
P 2.7605 0.0882 -0.8967 -0.9 -0.7 0.1 0.096
C -0.2554 0.9350 1.8046 -2.1 1.4 -1.4 -0.187
H 0.3472 1.8306 1.9241 -0.2 0.3 -0.4 0.022
H -1.7245 1.8473 -0.7792 0.6 0.6 -0.7 0.029
H -2.3337 0.4160 -1.3922 0.5 -0.5 -0.2 0.041
H -0.6961 0.8690 -2.0995 -0.6 0.7 -0.2 -0.092
C -1.3685 0.8975 -1.1858 -1.6 -0.1 2.4 -0.205
H -1.6249 -1.9246 0.9649 1.4 0.4 -1.8 0.081
Cl 3.3319 0.7506 0.9131 0.8 0.7 1.0 0.172
```
Positions in Å, forces in eV/Å.


Formula: C9H8ClN3S
Source: OMol25
Level of theory: ωB97M-V/def2-TZVPD

Orbital gap = 8.57 eV
LUMO = 0.1 eV
ΔE to the lowest compared entry with this formula, charge and spin = 0.332 eV
SMILES = N#CC1=CCCS1.Clc1cncnc1
Highest occupied orbital energy = -8.513 eV
Energy = -37288.221 eV

XYZ file:
```
22
Properties=species:S:1:pos:R:3:forces:R:3:lowdin_charge:R:1
H -1.2225 -4.1659 1.4498 0.4 0.8 -0.2 0.113
N 1.1060 3.8231 1.6218 -0.6 0.1 0.1 0.174
N -0.3235 -2.3168 1.0093 0.4 2.4 0.6 0.078
H 2.8570 0.2218 -2.1246 -0.7 0.2 0.3 0.123
H -0.0990 0.0937 -2.5655 0.2 -1.5 0.0 0.039
C 0.9769 3.1101 0.7287 1.5 0.7 0.4 -0.261
H 1.0272 1.0000 -3.5044 0.2 -0.1 2.1 0.111
N -2.6436 -2.6947 1.6457 2.5 -0.7 -0.4 0.080
S -0.1396 2.0022 -1.4979 0.1 0.6 -0.3 0.887
C 1.1793 2.2233 -0.3488 -0.6 -1.2 -0.5 -0.563
H 2.0702 -0.7690 -0.9799 -1.4 1.6 -0.9 0.156
C -0.5810 -0.9723 1.0617 -3.1 -0.9 0.1 -0.097
C 2.1468 1.3106 -0.5045 0.3 1.1 1.0 -0.154
C 1.9273 0.2799 -1.4890 2.0 -2.4 -1.9 -0.261
Cl -2.1626 1.2287 1.1026 -0.4 -0.9 0.5 0.645
H -3.9660 -1.1614 1.7383 0.4 0.3 -0.2 0.121
C -1.3259 -3.0651 1.3786 -3.1 -1.2 0.3 -0.207
C 0.7720 0.7019 -2.4123 -0.9 0.6 -1.3 -0.410
H 3.1124 1.2563 -0.0344 -0.1 0.4 0.8 0.127
H 0.1366 -0.1883 0.8904 0.6 -0.3 -0.2 0.077
C -1.9309 -0.5088 1.2885 3.3 1.1 -0.9 -0.588
C -2.9171 -1.4093 1.5458 -1.2 -0.6 0.5 -0.189
```
Positions in Å, forces in eV/Å.


Formula: C23H26NO3
Source: OMol25
Level of theory: ωB97M-V/def2-TZVPD

Orbital gap = 4.51 eV
LUMO = -5.1 eV
Total charge = +1
ΔE to the lowest compared entry with this formula, charge and spin = 1.786 eV
Highest occupied orbital energy = -9.588 eV
Energy = -31897.210 eV

XYZ file:
```
53
Properties=species:S:1:pos:R:3:forces:R:3:lowdin_charge:R:1
H 1.5713 -0.8051 2.1991 -0.4 -0.2 0.1 0.117
C 0.5608 6.1423 1.2081 -0.8 -0.2 0.1 -0.151
C -1.1967 1.7968 -1.8876 -0.4 -0.1 0.1 0.009
H 0.0156 9.1845 5.1502 -0.1 0.1 0.1 0.100
H 5.1142 -0.1965 -0.5552 0.1 -0.1 -0.2 0.090
H -4.4058 1.8034 -0.8526 -0.1 0.0 0.0 0.124
H 2.0919 4.6779 -0.5227 0.1 0.1 0.1 0.121
H 1.3201 2.7843 -1.8728 0.2 -0.1 -0.1 0.134
H 2.5520 -1.9361 -0.1728 -0.2 -0.2 -0.2 0.124
C 4.6693 1.9651 -0.6254 0.2 0.7 -0.2 -0.125
C -0.1803 7.7771 2.8202 -0.1 0.5 0.5 0.011
H -0.9778 8.1790 3.4141 -0.2 0.1 0.1 0.110
H 5.3859 2.0253 -1.4473 -0.1 0.0 0.1 0.076
C 2.5358 -2.5021 3.1451 0.2 -0.1 -0.2 -0.187
O 1.4411 9.4255 3.6886 0.0 -2.1 -1.8 -0.053
C -2.9117 3.1637 -0.1840 0.2 0.7 0.5 0.027
C 4.5674 0.5982 -0.0764 -0.2 -0.6 0.3 -0.169
C -2.5155 1.4229 -1.7800 0.5 -0.3 -0.4 -0.042
C 2.1003 7.7698 2.0827 0.3 0.3 0.2 0.030
C 1.0680 4.3550 -0.4597 -0.2 -0.4 -0.3 0.039
N 3.5042 -0.9855 1.4289 0.4 -0.2 0.6 -0.143
C 0.3885 9.9471 4.4654 -0.4 0.3 0.4 -0.077
H 2.6396 6.2882 0.6629 0.2 0.0 0.0 0.115
C -0.7014 2.8728 -1.1382 -0.3 0.4 0.4 -0.135
H 3.6992 2.2908 -1.0065 0.0 0.2 -0.2 0.041
H 3.2916 1.1250 1.4720 -0.2 0.1 0.4 0.114
C 3.4302 -2.0981 0.4587 0.1 0.6 0.3 -0.134
H 2.8559 -0.3582 3.3170 0.0 -0.2 0.0 0.123
O 2.3303 -3.4844 2.1400 -0.4 0.2 -0.2 -0.141
H 0.7728 10.7852 5.0479 0.1 -0.2 -0.2 0.105
C -0.4361 6.7106 2.0051 0.0 -0.2 -0.1 0.016
O -1.1443 4.6337 0.4898 2.0 -0.3 -0.9 0.118
H 1.7264 -2.6144 3.8782 0.1 0.1 -0.3 0.129
C 1.8472 6.6995 1.2636 -0.1 -0.1 0.0 0.011
H -3.5684 3.6995 0.4779 -0.2 0.1 0.2 0.129
C 0.6408 3.2980 -1.2131 -0.1 0.3 0.3 0.073
H -0.5330 1.2670 -2.5484 0.2 -0.1 -0.1 0.127
C 3.7938 0.3140 0.9714 -0.1 -1.4 -0.5 -0.131
H 3.1257 -4.2601 0.4380 0.0 0.3 0.1 0.131
H -1.4215 6.2795 1.9578 -0.2 0.1 0.2 0.127
C 0.1804 5.0197 0.3868 -1.1 0.1 0.4 -0.083
H 4.3051 -2.0620 -0.1975 -0.1 -0.1 0.2 0.111
C 2.5642 -1.0923 2.5569 0.3 0.2 -0.5 -0.153
H -0.4118 10.3067 3.8175 -0.1 0.0 0.1 0.100
H 4.9783 2.6734 0.1455 0.0 0.2 -0.1 0.075
C -3.3739 2.1036 -0.9304 0.2 0.3 0.2 -0.026
C -1.5804 3.5674 -0.2699 0.1 -0.5 -0.4 -0.128
H 3.4765 -2.7380 3.6570 0.1 0.2 0.0 0.125
H 4.2962 -3.7106 1.6399 0.2 0.2 -0.1 0.125
C 3.3484 -3.4568 1.1516 0.1 0.1 0.3 -0.185
H 3.0852 8.1984 2.1271 0.2 0.1 0.0 0.130
C 1.0991 8.3385 2.8826 0.3 1.0 0.8 -0.196
H -2.8855 0.5955 -2.3592 0.0 -0.2 -0.1 0.119
```
Positions in Å, forces in eV/Å.


Formula: CClF3O2S
Source: OMol25
Level of theory: ωB97M-V/def2-TZVPD

Orbital gap (spin up / spin down) = 8.06 / 9.58 eV
LUMO (spin up / spin down) = -0.9 / -1.0 eV
Multiplicity = 3
ΔE to the lowest compared entry with this formula, charge and spin = 2.972 eV
Highest occupied orbital energy (spin up / spin down) = -8.916 / -10.555 eV
Energy = -36632.568 eV

XYZ file:
```
8
Properties=species:S:1:pos:R:3:forces:R:3:lowdin_charge:R:1
Cl -2.1422 -1.1609 0.3612 -0.2 0.6 -0.2 0.287
C 0.4582 0.2109 0.2224 -0.2 -1.3 0.8 -0.710
O -1.6057 1.7211 -0.3902 -0.4 -0.5 0.2 -0.487
O 1.8502 -1.6198 -0.9005 2.8 -14.2 -4.9 0.034
F 0.7475 1.3753 0.6665 0.1 1.9 0.3 0.178
F 0.3608 -0.6171 1.2490 -0.2 -0.2 0.2 0.066
S -1.2723 0.3609 -0.7648 1.3 -0.2 -0.1 0.705
F 1.6035 -0.2703 -0.4437 -3.2 13.9 3.8 -0.074
```
Positions in Å, forces in eV/Å.


Formula: C2H5OP
Source: OMol25
Level of theory: ωB97M-V/def2-TZVPD

Orbital gap (spin up / spin down) = 6.91 / 6.88 eV
LUMO (spin up / spin down) = -1.4 / -1.5 eV
ΔE to the lowest compared entry with this formula, charge and spin = 6.436 eV
Highest occupied orbital energy (spin up / spin down) = -8.332 / -8.331 eV
Energy = -13484.439 eV

XYZ file:
```
9
Properties=species:S:1:pos:R:3:forces:R:3:lowdin_charge:R:1
H -2.0265 0.7446 0.9941 1.5 -0.1 -1.1 0.123
P 3.3535 -0.8022 0.6307 0.8 1.0 0.6 0.342
C -0.6139 -1.4176 -0.9008 0.0 -0.9 -3.0 -0.022
H -0.9502 -0.7776 -1.7913 0.2 -0.3 0.0 0.007
H -1.6685 0.8868 -0.7814 -0.3 0.4 -0.7 0.065
H -0.2874 1.1920 0.3299 -1.0 0.1 0.2 0.100
C -1.2363 0.6426 0.1657 -0.2 0.4 1.1 -0.057
H 4.2323 0.2501 1.2533 -0.8 -1.0 -0.6 -0.309
O -0.8031 -0.7186 0.0999 -0.2 0.5 3.5 -0.248
```
Positions in Å, forces in eV/Å.


> Among the records above, which one has the highest ΔE to the lowest compared entry with this formula, charge and spin?

C2H5OP


> energy of number 4 (C23H26NO3)?

-31897.210 eV


> Number 1 is which compound?

C3H12NO